6
Properties=species:S:1:pos:R:3 method="wB97M-V/def2-TZVPD" orbital_gap_ev=12.07 e_above_lowest_kj_mol=23.46 lumo_energy_ha=0.0452
C -0.20 -0.23 -0.34
C 0.17 0.36 0.62
C 0.10 -2.08 3.46
O 0.12 -0.96 3.58
H -0.20 -0.72 -1.32
H 0.19 1.21 1.25

---

8
Properties=species:S:1:pos:R:3 method="wB97M-V/def2-TZVPD" orbital_gap_ev="7.92 / 7.22" charge=+1 e_above_lowest_kj_mol=215.41 multiplicity=4 lumo_energy_ha="-0.1793 / -0.2697"
H -2.84 -0.73 0.39
O 1.73 0.17 1.23
H 2.59 0.61 1.12
C -1.85 -0.78 0.83
C -1.05 -1.61 1.32
O 0.91 -1.85 1.43
C 1.86 -1.11 1.09
Pd -0.43 -3.02 0.95

---

8
Properties=species:S:1:pos:R:3 method="wB97M-V/def2-TZVPD" orbital_gap_ev="8.50 / 8.50" charge=+2 e_above_lowest_kj_mol=22.29 lumo_energy_ha="-0.3400 / -0.3400"
H 0.01 1.63 1.94
C 0.17 1.02 1.06
C 0.08 -0.09 0.41
Sr -0.71 -2.45 0.97
O 0.80 2.33 -0.20
H 1.31 3.13 0.08
O 0.75 0.56 -1.38
C 1.06 1.73 -1.36